[1]
The following is a quantum chemistry calculation of a cluster of 2 separate species, C4H9N2O2 in total at a distorted geometry, from the OMol25 dataset.

Geometry as XYZ:
```
17
Properties=species:S:1:pos:R:3:forces:R:3:mulliken_charge:R:1
H 1.145326 1.376890 0.272884 -0.897 0.060 -0.335 0.223
H 2.485422 1.867006 -0.865789 0.245 0.330 0.615 0.324
H -2.525404 0.243018 0.944859 -0.806 0.114 1.808 0.441
O -0.237183 1.461029 0.071976 -0.071 1.539 0.251 -0.688
N -0.809334 0.335882 -0.053952 1.590 0.793 0.153 0.938
C -0.653916 -2.010224 -0.211160 -0.651 1.528 0.385 -0.774
C 2.644138 0.220019 0.269650 0.581 -8.154 -0.332 0.574
H 0.104308 -2.547451 0.343552 -0.399 -0.825 -0.136 0.281
C -2.205507 0.465079 -0.017920 -2.590 -2.070 -3.198 -0.863
H -2.725427 -0.252868 -0.729620 0.895 0.398 0.950 0.329
H -1.662661 -2.015929 0.237712 0.544 -0.545 0.023 0.355
O 2.730577 -0.930849 0.348619 0.356 3.488 0.034 -0.202
C 2.329054 1.472096 0.148889 -0.258 2.292 -1.239 -0.375
H -0.751372 -2.309953 -1.264727 0.378 0.070 0.328 0.327
H 2.690546 1.872804 1.045782 0.713 1.915 1.121 0.303
H -2.462334 1.396241 -0.448065 -0.175 1.206 0.399 0.323
N -0.096234 -0.642782 -0.092690 0.543 -2.139 -0.828 -0.517
```
Positions in Å, forces in eV/Å.

- Orbital gap: 10.79 eV
- HOMO: -0.5390 Ha
- Relative energy (zero: lowest compared OMol25 entry of this formula, charge and spin): 527.0 kJ/mol
- Maximum force: 8.181 eV/A
- Charge: +1
- Energy: -11357.5055 eV

---

[2]
The following is a quantum chemistry calculation of the ion C4H9N2O2 with charge +2 at a distorted geometry, from the OMol25 dataset.

Geometry as XYZ:
```
17
Properties=species:S:1:pos:R:3:forces:R:3:mulliken_charge:R:1
N 0.166802 1.268675 -2.171539 0.355 -1.447 0.697 -0.337
H 0.508956 1.316780 0.744082 0.075 0.492 -0.554 0.446
H -2.659758 -0.852491 1.843051 -0.181 0.110 -0.320 0.441
O -0.872030 -0.887235 2.577333 0.205 0.022 0.414 -0.040
H 1.167307 -0.865236 1.652493 -0.069 -0.066 0.582 0.312
C 0.379245 0.409354 0.163506 0.108 -1.674 0.286 -0.006
H -0.415228 2.016346 -1.835020 0.063 0.238 -0.330 0.236
H 1.656222 -1.386642 0.200803 -0.604 0.085 -0.980 0.369
C -1.577588 -0.633741 1.651510 0.070 -0.317 0.043 0.208
H -1.813651 0.619782 0.008409 0.346 0.454 0.555 0.494
H 2.343113 -0.103339 0.865264 -0.464 0.317 -0.255 0.395
C 0.658884 0.295149 -1.383038 -0.298 1.376 -0.611 0.389
H 0.232088 0.968804 -3.136842 -0.264 0.826 -0.357 0.311
H -1.367150 -0.821750 -0.462380 0.350 -0.839 0.462 0.473
N 1.410789 -0.538927 0.725979 0.996 -0.086 1.171 -0.343
O 1.243174 -0.682153 -1.777731 0.006 -0.135 0.471 -0.514
C -1.061168 -0.123369 0.334124 -0.694 0.643 -1.274 -0.833
```
Positions in Å, forces in eV/Å.

- Orbital gap (spin up / spin down): 8.51 / 4.44 eV
- HOMO (spin up / spin down): -0.6939 / -0.6925 Ha
- Relative energy (zero: lowest compared OMol25 entry of this formula, charge and spin): 68.1 kJ/mol
- Maximum force: 1.701 eV/A
- Charge: +2
- Spin multiplicity: 2
- Energy: -11348.0162 eV

---

[3]
The following is a quantum chemistry calculation of the ion C4H9N2O4 with charge +1 at a distorted geometry, from the OMol25 dataset.

Geometry as XYZ:
```
19
Properties=species:S:1:pos:R:3:forces:R:3:mulliken_charge:R:1
H 0.837206 -0.842277 2.426317 -1.033 1.301 -0.243 0.337
C -0.168609 -2.307559 0.527947 -1.506 -1.713 -2.050 0.060
H -1.880753 1.625165 -1.714099 2.138 -0.751 1.874 0.317
N -1.265070 0.931873 -1.120376 -0.932 1.789 -1.590 -0.316
O 0.542209 -2.667607 1.432658 -0.164 0.707 -0.111 -0.535
O 0.821590 0.190872 -2.201270 0.040 0.065 0.043 -0.565
H -0.378656 0.430032 -1.724856 0.100 1.215 0.116 0.414
H 2.691804 0.106537 -1.702166 2.652 -0.501 -0.496 0.512
H 0.590422 0.922399 2.436499 0.519 1.282 0.839 0.276
C 0.109992 0.024968 0.712599 -5.541 1.172 -0.101 0.455
H -1.509076 1.338766 0.990027 -1.434 0.186 0.360 0.450
O -0.409107 -1.043804 0.116182 -0.185 -0.631 0.870 -0.210
H -1.893401 0.180191 -1.117673 -1.182 -1.653 0.789 0.376
N 0.357226 0.046761 2.056655 1.468 -3.090 0.427 -0.269
H -0.218250 2.182188 0.284923 0.528 0.258 -0.410 0.397
C 1.725985 0.205144 -1.351600 -2.524 -0.227 0.377 0.115
O 1.634095 0.298193 -0.070176 5.212 1.626 -1.811 -0.254
H -0.835172 -2.868745 -0.236204 1.369 -0.145 1.590 0.299
C -0.752435 1.246902 0.254612 0.476 -0.891 -0.474 -0.860
```
Positions in Å, forces in eV/Å.

- Orbital gap (spin up / spin down): 5.97 / 5.78 eV
- HOMO (spin up / spin down): -0.3296 / -0.5424 Ha
- Maximum force: 5.752 eV/A
- Charge: +1
- Spin multiplicity: 3
- Energy: -15450.3165 eV

---

[4]
The following is a quantum chemistry calculation of a structure of composition C4H9N2OS at a distorted geometry, from the OMol25 dataset.

Geometry as XYZ:
```
17
Properties=species:S:1:pos:R:3:forces:R:3:mulliken_charge:R:1
H -0.805893 0.397486 1.681041 0.576 -0.299 0.076 0.268
H 1.551685 -1.984541 0.169952 4.199 -0.079 0.374 0.222
N 1.816080 -1.698640 1.377876 -3.324 -0.680 -3.847 -0.572
C 0.542329 -0.203687 0.035450 -1.023 -0.241 2.395 0.713
O -0.513370 -2.400816 0.099001 5.546 1.691 4.105 -0.633
H -0.138955 -1.234851 -1.516484 -0.071 0.704 0.019 0.290
H 0.061641 0.804136 -3.034848 0.015 -0.115 -0.147 0.305
H -1.504277 0.217015 0.146778 -0.487 -0.851 -0.203 0.331
H 0.119130 1.756937 -1.595607 0.942 0.989 1.015 0.378
H 2.095687 -2.619550 1.555590 0.220 -2.414 1.256 0.270
C 0.505020 -1.665475 0.638776 -5.392 1.795 -1.751 0.378
C -0.614902 0.585303 0.621076 -1.858 0.667 0.728 -1.214
H 1.456768 0.315405 0.287149 0.477 -0.152 0.158 0.094
H -1.214585 0.763670 -1.848295 -1.030 0.195 0.023 0.383
N 0.450845 -0.419500 -1.341794 -0.007 1.434 -2.614 -0.511
S -0.938270 2.399187 0.445140 0.731 0.392 0.580 -0.611
C -0.160847 0.822327 -1.963985 0.485 -3.037 -2.168 -1.091
```
Positions in Å, forces in eV/Å.

- Orbital gap: 5.19 eV
- HOMO: -0.0843 Ha
- Relative energy (zero: lowest compared OMol25 entry of this formula, charge and spin): 625.7 kJ/mol
- Maximum force: 7.104 eV/A
- Charge: -1
- Energy: -20152.3634 eV

---

[5]
The following is a quantum chemistry calculation of a cluster of 2 separate species, C4H9N2OS in total at a distorted geometry, from the OMol25 dataset.

Geometry as XYZ:
```
17
Properties=species:S:1:pos:R:3:forces:R:3:mulliken_charge:R:1
H -2.679292 -0.458859 0.054453 1.747 -0.674 0.113 0.318
C 0.224952 1.858419 -0.956236 -0.038 0.551 0.156 -0.085
N -0.597375 1.194115 -0.200215 0.095 3.461 0.069 -0.500
S 0.508940 -0.631123 -1.624531 -0.121 0.420 -0.366 0.041
H 0.572637 1.305376 -3.011025 -0.805 0.153 -0.368 0.408
C 0.947163 1.131912 -2.010911 -1.612 -1.381 0.605 -0.588
H -2.330754 -2.787736 -0.196552 0.443 0.074 -0.329 0.325
H -1.418254 -1.211899 1.196159 -0.141 0.619 -0.309 0.297
H 1.616984 -0.747980 1.743586 0.816 -0.363 -0.462 0.237
C -1.642796 -0.977156 0.144035 -1.519 -1.596 -0.642 -0.249
H 1.932630 1.470171 -2.156820 1.764 -0.202 0.496 0.444
H 0.568763 0.161379 2.369465 -0.945 0.561 1.130 0.268
H 0.499747 2.924779 -0.791092 -0.802 -0.738 0.026 0.378
H 1.287335 0.775925 1.090308 0.180 -1.095 0.519 0.249
O -1.611874 -2.257608 -0.585309 -0.456 1.521 0.956 -0.532
C -0.603188 -0.096814 -0.433176 0.863 -2.012 -1.128 0.649
N 0.895647 -0.104990 1.473997 0.530 0.701 -0.466 -0.662
```
Positions in Å, forces in eV/Å.

- Orbital gap: 8.58 eV
- HOMO: -0.5284 Ha
- Relative energy (zero: lowest compared OMol25 entry of this formula, charge and spin): 273.4 kJ/mol
- Maximum force: 3.463 eV/A
- Charge: +1
- Energy: -20148.3667 eV

---

[6]
The following is a quantum chemistry calculation of a structure of composition C4H9N2OS at a distorted geometry, from the OMol25 dataset.

Geometry as XYZ:
```
17
Properties=species:S:1:pos:R:3:forces:R:3:mulliken_charge:R:1
C -0.197717 0.481218 -1.321522 1.997 1.099 3.617 0.307
H -1.538276 -1.087148 -1.581589 0.481 0.552 0.754 0.208
H 1.887659 1.405968 0.247679 -0.899 0.844 -1.018 0.356
H 1.593695 -1.250106 0.837917 2.876 -0.664 2.085 0.444
H 1.492759 0.859132 1.624146 -0.949 -0.244 0.019 0.423
H 0.378277 1.938521 1.038023 1.010 0.222 -0.626 0.360
N 1.024005 1.178081 0.756294 0.776 -0.482 0.997 -0.190
C -0.997639 -0.171468 1.099622 0.192 0.628 2.075 -0.916
H -1.979043 0.258359 0.854423 0.309 -0.364 -0.109 0.347
N -1.162342 -0.175920 -1.850234 -2.204 -3.222 0.831 -0.288
C 0.794984 -1.354270 0.231867 -3.130 2.224 -0.759 -0.913
O 0.408194 1.408116 -1.777101 0.764 1.206 -1.029 -0.602
H 0.962023 -1.808137 -0.693824 0.808 -0.500 -1.356 0.371
C 0.166246 0.106954 0.159671 -0.170 -1.627 -0.998 0.540
S -0.728478 -1.975639 0.962311 -0.656 -0.094 0.470 -0.077
H -0.722426 0.195765 2.169266 -0.603 -0.670 -1.583 0.352
H -1.381919 -0.009426 -2.756948 -0.602 1.092 -3.370 0.276
```
Positions in Å, forces in eV/Å.

- Orbital gap: 9.60 eV
- HOMO: -0.4880 Ha
- Relative energy (zero: lowest compared OMol25 entry of this formula, charge and spin): 174.6 kJ/mol
- Maximum force: 4.276 eV/A
- Charge: +1
- Energy: -20149.3909 eV

---

[7]
The following is a quantum chemistry calculation of the ion C4H9N2S with charge +1 at a distorted geometry, from the OMol25 dataset.

Geometry as XYZ:
```
16
Properties=species:S:1:pos:R:3:forces:R:3:mulliken_charge:R:1
H -1.758101 2.781625 -0.269237 -0.482 0.467 -0.029 0.270
N 2.499767 0.110416 -0.700327 -4.437 -0.157 -4.449 -0.318
H -0.321256 -2.575154 0.805086 -0.912 1.753 0.096 0.333
H 2.643504 0.369281 -1.705357 0.721 0.006 1.852 0.282
C 1.256419 -0.319640 -0.505164 0.016 -0.418 1.161 0.227
H 1.504250 -0.761180 1.391265 0.067 -0.429 0.349 0.241
N 0.851370 -0.893694 0.633428 0.330 1.778 -0.665 -0.208
H -0.845858 -1.379848 2.027738 0.769 0.839 -0.803 0.368
C -1.467503 1.792146 0.008194 -0.841 -1.717 -1.043 -0.674
S -1.749138 -0.989207 -0.309314 -0.372 -1.065 0.041 -0.062
H -3.128999 0.808487 -1.087253 0.954 0.018 0.774 0.278
C -0.494668 -1.438512 0.970100 -0.089 -1.604 -1.238 -0.476
H -0.500127 1.794808 0.545238 -0.822 -0.644 -0.177 0.239
C -2.210873 0.726008 -0.451484 2.166 1.639 1.215 -0.029
H 0.601283 -0.144466 -1.353226 -0.405 -0.575 0.321 0.343
H 3.119935 0.118929 0.000319 3.338 0.109 2.595 0.186
```
Positions in Å, forces in eV/Å.

- Orbital gap: 8.62 eV
- HOMO: -0.4570 Ha
- Relative energy (zero: lowest compared OMol25 entry of this formula, charge and spin): 221.5 kJ/mol
- SMILES string: C=CSCNC=[NH2+]
- Maximum force: 6.285 eV/A
- Charge: +1
- Energy: -18101.2315 eV

---

[8]
The following is a quantum chemistry calculation of the ion C4H9N2S with charge +1 at a distorted geometry, from the OMol25 dataset.

Geometry as XYZ:
```
16
Properties=species:S:1:pos:R:3:forces:R:3:mulliken_charge:R:1
H -1.521712 -1.014230 -1.436661 -0.187 -0.072 -1.158 0.402
H -2.740463 -1.799667 0.065966 -0.131 -0.300 0.671 0.346
H 2.870826 0.402917 0.859197 0.337 0.232 1.209 0.323
H 2.878924 0.734101 -0.785925 0.596 1.613 -1.673 0.376
C 0.930115 0.267462 -0.066834 -0.642 1.085 -0.427 0.563
C 0.254201 1.649011 -0.061282 -1.546 0.418 0.936 -0.459
S -1.565721 1.250026 -0.194951 0.049 -0.781 -0.281 -0.130
H -2.420900 -0.584202 1.163132 0.544 -1.041 0.009 0.374
N -1.981421 -1.341366 0.581638 -1.529 0.505 -0.444 -0.343
C 2.407611 0.171257 -0.060970 -0.306 -4.441 -0.059 -1.115
H -1.461417 -2.060638 1.133191 0.009 0.887 -0.634 0.341
H 0.421172 2.356041 0.843415 -0.032 -1.571 -1.379 0.387
N 0.217141 -0.780090 -0.183696 -1.580 0.061 -1.357 -0.587
H 0.310385 2.247572 -0.963087 1.124 -0.046 -0.147 0.327
C -1.257693 -0.550672 -0.525650 3.686 1.172 3.779 -0.098
H 2.658951 -0.947529 -0.367487 -0.394 2.277 0.955 0.294
```
Positions in Å, forces in eV/Å.

- Orbital gap: 10.17 eV
- HOMO: -0.5038 Ha
- Relative energy (zero: lowest compared OMol25 entry of this formula, charge and spin): 180.4 kJ/mol
- SMILES string: CC1=N[C@@H]([NH3+])SC1
- Maximum force: 5.408 eV/A
- Charge: +1
- Energy: -18101.6568 eV

---

Among the records above, which one has the highest energy? number 2